Here is 8 unconnected molecules or ions with the total composition C6H26BF4O11S2 in a non-equilibrium geometry from OMol25. Energies are from ωB97M-V with the def2-TZVPD basis set.

Calculated values
net charge	0
molecular weight	425.20	u
HOMO (spin up / spin down)	-0.3562 / -0.3562	Eh
HOMO-LUMO gap (spin up / spin down)	8.206 / 1.852	eV
spin multiplicity	2

Geometry as XYZ:
```
50
C6H26BF4O11S2, DFT ωB97M-V with the def2-TZVPD basis set
B 23.9600 28.0395 5.4398
F 25.0124 27.8442 6.3110
F 22.8261 28.5523 6.0904
F 24.2803 28.7371 4.3510
F 23.5301 26.8516 4.9833
O 27.0902 29.5301 0.6412
S 25.6349 29.4575 0.3907
O 25.0680 29.8195 -0.8657
O 25.1009 27.9159 0.9297
C 25.6695 26.8066 0.3015
C 24.5534 26.0678 -0.3754
C 24.7057 30.5374 1.6689
H 26.1223 26.1441 1.0392
H 26.4005 26.8402 -0.5064
H 23.7683 25.6728 0.2693
H 24.8616 25.2010 -0.9599
H 23.9184 26.7584 -0.9303
H 24.7484 31.5737 1.3338
H 25.2285 30.4590 2.6221
H 23.7144 30.0842 1.6757
O 28.6019 29.1592 10.0133
S 27.4409 28.3255 10.3526
O 27.5416 27.2701 11.3564
O 26.2578 29.3457 10.9570
C 25.9943 30.6290 10.2141
C 24.4586 30.7873 10.2896
C 26.7287 27.7327 8.7285
H 26.4844 30.4181 9.2637
H 26.5415 31.5132 10.5411
H 24.3103 31.1956 11.2892
H 23.8330 29.8949 10.3112
H 24.0282 31.5554 9.6471
H 25.7718 27.2220 8.8362
H 27.5555 27.3189 8.1512
H 26.3401 28.6322 8.2509
O 21.1802 30.3212 6.9835
H 21.6781 31.1386 6.9963
H 21.8299 29.6476 6.7823
O 26.2627 26.0337 4.4660
H 25.4714 26.4056 4.8557
H 26.9687 26.6087 4.7613
O 24.2702 31.3377 7.0538
H 25.0301 31.8950 7.2217
H 24.5471 30.7628 6.3404
O 21.1560 26.0848 6.0185
H 21.2084 25.6096 5.1893
H 22.0680 26.2334 6.2681
O 22.7344 26.8935 2.4476
H 22.7325 26.1026 2.9868
H 23.1282 27.5637 3.0062
```

Löwdin atomic charges, in units of e: -1.4324, 0.1606, 0.1297, 0.1997, 0.1526, -0.2085, 0.7577, -0.2029, -0.0347, -0.2143, -0.0172, -0.0230, 0.1811, 0.1475, 0.0894, 0.1155, 0.1059, 0.0818, 0.0680, 0.0769, -0.3275, 0.6831, -0.3048, -0.2932, -0.2145, -0.0620, -0.0975, 0.0711, 0.1156, 0.0698, 0.0860, 0.0626, 0.0758, 0.0722, 0.0308, -0.0649, 0.0034, -0.0247, -0.0471, -0.0162, 0.0319, -0.0293, 0.0381, 0.0234, -0.0423, 0.0184, 0.0096, -0.0419, 0.0379, 0.0030

Here is 6 unconnected molecules or ions with the total composition C6H26N2O5 in a non-equilibrium geometry from OMol25. Energies are from ωB97M-V with the def2-TZVPD basis set.

Calculated values
net charge	0
relative energy (zero: lowest compared OMol25 entry of this formula, charge and spin)	1.3479	eV
molecular weight	206.28	u
SMILES string	CCCCCNCN.O.O.O.O.O
HOMO	-0.3176	Eh
HOMO-LUMO gap	8.672	eV

Geometry as XYZ:
```
39
C6H26N2O5, DFT ωB97M-V with the def2-TZVPD basis set
C 0.5323 1.4106 2.2320
C 1.9738 0.9318 2.1409
C 2.5173 0.7992 0.7096
C 2.2770 -0.5014 -0.0347
C 2.6669 -0.4375 -1.5177
N 1.6400 0.1979 -2.3857
C 0.6913 -0.7818 -2.9161
N -0.6408 -0.2775 -3.1756
H -0.2842 0.8709 1.7517
H 0.1709 1.4340 3.2665
H 0.4722 2.4433 1.8757
H 2.5727 1.6337 2.7183
H 2.0768 -0.0671 2.5574
H 3.5980 0.9613 0.7387
H 2.1112 1.6025 0.0798
H 2.7661 -1.3464 0.4623
H 1.2267 -0.8011 -0.0089
H 2.8707 -1.4286 -1.9137
H 3.4915 0.2789 -1.5765
H 1.1013 0.8194 -1.7905
H 1.0440 -1.1054 -3.9035
H 0.6240 -1.7060 -2.3266
H -1.1296 -0.0610 -2.3108
H -0.6107 0.5616 -3.7372
O -2.0078 -2.7648 -1.0245
H -2.8410 -3.2453 -0.9252
H -1.5346 -3.2290 -1.7259
O -2.5244 2.3061 1.8318
H -2.0832 1.4540 1.8160
H -2.5379 2.6972 0.9590
O -2.1657 0.9073 -0.7723
H -2.1274 -0.0618 -0.7464
H -2.8684 1.0405 -1.4246
O -0.7172 -1.0871 1.3027
H -1.1426 -1.1296 2.1716
H -1.0299 -1.9009 0.8796
O -3.3582 -0.4140 2.5064
H -3.6298 0.5000 2.6527
H -3.1914 -0.5038 1.5638
```

Löwdin atomic charges, in units of e: -0.1240, -0.2384, -0.2215, -0.2148, -0.2226, -0.0616, -0.3482, 0.0135, 0.0172, 0.0807, 0.0799, 0.1019, 0.1015, 0.1082, 0.1098, 0.1140, 0.0843, 0.1071, 0.1048, 0.0861, 0.1081, 0.1014, 0.0131, 0.0694, -0.0488, 0.0542, 0.0501, -0.0565, -0.0210, 0.0332, -0.0545, 0.0158, 0.0644, -0.0746, 0.0463, 0.0283, -0.0547, 0.0331, 0.0148

Here is 7 unconnected molecules or ions with the total composition C6H26NO6S in a non-equilibrium geometry from OMol25. Energies are from ωB97M-V with the def2-TZVPD basis set.

Calculated values
net charge	-1
relative energy (zero: lowest compared OMol25 entry of this formula, charge and spin)	0.5866	eV
molecular weight	240.34	u
HOMO	-0.1565	Eh
HOMO-LUMO gap	7.133	eV

Geometry as XYZ:
```
40
C6H26NO6S, DFT ωB97M-V with the def2-TZVPD basis set
C -0.9546 0.1129 -1.1936
C -1.4039 1.4956 -1.6523
S -1.2618 2.5968 -0.1488
C 0.5003 -0.0122 -0.6934
N 1.0578 -1.3661 -0.8680
C 0.3160 -2.2625 0.0184
C 0.7448 -3.7177 -0.2376
C 2.4621 -1.2616 -0.5148
H -1.7443 -0.3350 -0.5820
H -0.9131 -0.6672 -1.9866
H -2.4362 1.5518 -1.9778
H -0.7022 1.7400 -2.4583
H 1.0552 0.7451 -1.2368
H 0.4476 0.1616 0.3805
H -0.7692 -2.2590 -0.0166
H 0.5990 -1.9902 1.0474
H 1.8124 -3.7571 -0.4495
H 0.8516 -4.3889 0.6232
H 0.1485 -4.1239 -1.0500
H 2.6981 -0.9740 0.5327
H 3.0480 -2.1734 -0.6140
H 2.8270 -0.3905 -1.0569
H -3.8871 0.1568 0.4163
H -3.9124 1.6209 0.6646
O -4.3303 0.8034 0.9746
H 1.1130 4.1299 -0.8310
H 0.8960 2.7399 -1.2345
O 1.5819 3.4310 -1.2914
H 1.1701 -1.6043 -3.6198
H 1.7349 -2.6820 -2.6493
O 1.6867 -2.4076 -3.5664
H -1.2770 1.9439 3.4680
H -0.9860 0.8709 4.3774
O -0.6897 1.7728 4.2137
H -2.0193 -0.2932 1.6383
H -1.5392 1.2365 1.5730
O -1.6795 0.4420 2.1394
H 0.9481 2.5886 3.2107
H 1.1949 3.4411 1.9326
O 1.6119 3.0850 2.7187
```

Löwdin atomic charges, in units of e: -0.3217, -0.6005, 0.3849, -0.2280, -0.2406, -0.2497, -0.0874, -0.1124, 0.0656, 0.1055, 0.0352, 0.0566, 0.1032, 0.1028, 0.1057, 0.1179, 0.0465, 0.0703, 0.0731, 0.0972, 0.0704, 0.0904, 0.0088, -0.0002, -0.0834, -0.0070, -0.0782, -0.1312, 0.0211, -0.0121, -0.0685, 0.0170, 0.0334, -0.0754, 0.0076, -0.0964, -0.1361, -0.0121, 0.0036, -0.0759

Here is 8 unconnected molecules or ions with the total composition C6H26NO8 in a non-equilibrium geometry from OMol25. Energies are from ωB97M-V with the def2-TZVPD basis set.

Calculated values
net charge	-3
relative energy (zero: lowest compared OMol25 entry of this formula, charge and spin)	0.0000	eV
molecular weight	240.27	u
HOMO	0.1495	Eh
HOMO-LUMO gap	2.442	eV

Geometry as XYZ:
```
41
C6H26NO8, DFT ωB97M-V with the def2-TZVPD basis set
N 1.1911 0.5347 -0.2197
H 0.2534 0.6165 -0.7451
H 1.1669 1.0875 0.6308
H 1.9035 0.8252 -0.9709
H 1.3407 -0.4593 0.0454
O -0.9100 0.6305 -2.0230
H -1.0083 -0.2265 -1.6119
O 2.9528 1.3398 -2.2643
H 2.7543 2.2390 -1.9574
O 2.4118 -2.2241 -0.1793
C 1.2308 -2.9069 -0.5741
C 1.0550 -3.3542 -2.0491
O 1.4759 -2.5701 -3.0959
H 0.3738 -2.3171 -0.1743
H 1.1350 -3.8307 0.0499
H -0.0550 -3.4942 -2.1468
H 1.4892 -4.3627 -2.2258
C -1.4342 3.5026 -0.6325
O -0.3315 3.1493 -1.4257
H -1.3565 4.5295 -0.2507
H -2.3638 3.5470 -1.2199
H -1.4964 2.7633 0.1741
H -0.5761 2.2266 -1.7493
C -2.9532 -1.7472 -0.5113
O -3.0624 -0.3509 -0.5148
H -2.0129 -2.0886 -0.9605
H -3.0123 -2.1853 0.4878
H -3.6844 -2.2352 -1.1706
H -2.3318 0.1146 -1.0368
C 0.6603 3.7627 2.1022
O 0.4936 2.3524 2.1138
H 1.0923 4.1160 3.0445
H 1.2895 4.1041 1.2815
H -0.3064 4.2438 1.9376
H -0.3921 2.1910 2.4466
C 0.1776 -2.3327 2.7725
O 1.4949 -1.8318 2.5715
H -0.4164 -2.0111 1.9123
H 0.2655 -3.4201 2.8450
H -0.2812 -1.8781 3.6545
H 1.7770 -2.0491 1.6395
```

Löwdin atomic charges, in units of e: 0.2257, 0.0651, 0.0636, 0.0585, 0.0668, -0.3807, -0.0857, -0.5658, -0.1925, -0.3920, -0.4592, -0.5547, -0.3978, 0.0380, 0.0518, 0.0351, 0.0357, -0.2347, -0.1634, 0.0496, 0.0661, 0.0647, 0.0189, -0.2194, -0.1915, 0.0603, 0.0563, 0.0545, 0.0273, -0.1655, -0.1198, 0.0615, 0.0882, 0.0584, 0.0789, -0.2052, -0.1863, 0.0554, 0.0609, 0.0486, 0.0244

Here is 8 unconnected molecules or ions with the total composition C6H26NO8 in a non-equilibrium geometry from OMol25. Energies are from ωB97M-V with the def2-TZVPD basis set.

Calculated values
net charge	+1
relative energy (zero: lowest compared OMol25 entry of this formula, charge and spin)	4.5011	eV
molecular weight	240.27	u
HOMO	-0.4779	Eh
HOMO-LUMO gap	9.309	eV

Geometry as XYZ:
```
41
C6H26NO8, DFT ωB97M-V with the def2-TZVPD basis set
C -1.5957 -1.6492 0.7619
O -0.1864 -1.9721 0.4218
C -2.2332 -0.6691 -0.2129
C -2.1607 -0.9865 -1.6997
C -1.2309 -0.1697 -2.5290
C -1.3032 0.5365 -3.6686
C 1.2549 -0.3018 -2.5333
N 0.1047 -0.4198 -1.9966
H -2.1995 -2.6222 0.6836
H -1.6034 -1.2164 1.8534
H 0.2981 -1.4411 1.0379
H -3.3236 -0.5001 -0.0239
H -1.8710 0.2792 0.0749
H -1.9802 -2.1740 -1.4976
H -3.0991 -1.0399 -2.2591
H -0.4844 0.8362 -4.3114
H -2.0274 1.0703 -4.1606
H 1.5686 0.0421 -3.5914
H 2.0692 -0.7586 -1.8891
H 0.0371 -0.8687 -0.9935
H -0.0825 3.0310 1.4582
H 0.6854 3.3541 2.5184
O 0.7676 3.2426 1.5039
H -2.5261 2.2034 2.7920
H -3.5079 1.1699 2.3398
O -3.2965 2.0813 2.2727
H 4.3403 -0.1209 -0.7453
H 3.6371 1.0521 -0.4817
O 3.5865 0.2506 -0.9581
H 0.5754 -3.5098 -1.0610
H 0.7597 -3.7345 -2.5207
O 0.2994 -3.0664 -1.8782
H 3.4300 1.6024 1.8279
H 2.0704 2.2251 1.2808
O 2.5568 1.4038 1.3548
H 1.8862 -0.2085 1.6761
H 2.1800 -1.4858 2.3056
O 1.4306 -0.7952 2.2152
H 0.5676 1.3529 2.9749
H 0.4445 1.9221 4.2838
O 0.1616 2.0546 3.3742
```

Löwdin atomic charges, in units of e: -0.1828, -0.1256, -0.2199, -0.1411, -0.2377, 0.1347, 0.1274, 0.0508, 0.1430, 0.1552, 0.0020, 0.1392, 0.0885, 0.1733, 0.1236, 0.0724, 0.0515, 0.1556, 0.1020, 0.1460, -0.0346, 0.0955, -0.0444, -0.0045, 0.0105, -0.0158, -0.0298, 0.0184, 0.0202, 0.0442, 0.1192, -0.0970, 0.1257, -0.0063, -0.0832, -0.0514, 0.1363, -0.0420, -0.0168, 0.0978, -0.0002

Q: net charge of number 5 (C6H26NO8)?
A: +1